# 1
Molecular formula: C58H46Br2ClCoN3O5P2
Method: DFT, ωB97M-V/def2-TZVPD

Positions of all 118 atoms, in Å:
Co: 0.002 0.337 0.584
C: -1.207 -6.985 -2.769
C: -1.640 -5.622 -3.329
C: -2.552 -5.799 -4.554
C: -2.399 -4.883 -2.244
C: -3.505 -5.438 -1.611
C: -4.216 -4.748 -0.642
C: -3.871 -3.450 -0.308
C: -2.783 -2.861 -0.939
P: -2.479 -1.085 -0.941
C: -3.035 -0.490 -2.555
C: -4.266 -0.957 -3.016
C: -4.757 -0.510 -4.228
C: -4.020 0.378 -4.999
C: -2.789 0.826 -4.548
C: -2.293 0.397 -3.329
C: -3.516 -0.488 0.422
C: -3.027 -0.688 1.712
C: -3.850 -0.457 2.799
C: -5.166 -0.062 2.602
C: -5.648 0.144 1.319
C: -4.826 -0.062 0.223
C: -2.042 -3.594 -1.868
O: -0.973 -2.924 -2.356
C: -0.135 -3.586 -3.208
C: 1.041 -2.881 -3.483
C: 1.924 -3.388 -4.421
C: 1.642 -4.613 -5.007
C: 0.518 -5.337 -4.650
C: -0.407 -4.835 -3.739
P: 1.242 -1.494 -2.303
C: 2.131 -2.474 -1.028
C: 3.501 -2.713 -1.119
C: 4.109 -3.594 -0.243
C: 3.366 -4.216 0.748
C: 2.011 -3.949 0.867
C: 1.391 -3.086 -0.022
C: 2.368 -0.237 -3.005
C: 3.587 -0.464 -3.637
C: 4.320 0.605 -4.125
C: 3.835 1.898 -4.034
C: 2.612 2.128 -3.426
C: 1.896 1.071 -2.897
H: -2.074 -7.589 -2.520
H: -0.611 -6.844 -1.870
H: -0.614 -7.528 -3.496
H: -3.431 -6.383 -4.300
H: -2.015 -6.314 -5.344
H: -2.876 -4.832 -4.935
H: -3.828 -6.430 -1.877
H: -5.067 -5.214 -0.173
H: -4.448 -2.913 0.430
H: -4.831 -1.674 -2.434
H: -5.718 -0.858 -4.572
H: -4.400 0.705 -5.954
H: -2.213 1.515 -5.148
H: -1.337 0.762 -2.986
H: -2.015 -1.048 1.863
H: -3.483 -0.626 3.799
H: -5.820 0.073 3.450
H: -6.676 0.444 1.174
H: -5.206 0.093 -0.776
H: 2.823 -2.863 -4.694
H: 2.328 -5.021 -5.734
H: 0.356 -6.305 -5.096
H: 4.095 -2.214 -1.866
H: 5.162 -3.807 -0.349
H: 3.847 -4.908 1.422
H: 1.435 -4.427 1.648
H: 0.333 -2.882 0.071
H: 3.984 -1.459 -3.756
H: 5.279 0.426 -4.589
H: 4.401 2.721 -4.442
H: 2.211 3.128 -3.370
H: 0.959 1.254 -2.392
Br: 5.821 3.718 -0.090
C: 4.337 2.613 0.301
C: 4.311 1.285 -0.115
C: 3.165 0.551 0.125
N: 2.078 1.065 0.684
C: 2.129 2.317 1.159
C: 3.248 3.124 0.997
C: 0.913 2.765 1.845
C: 0.931 3.724 2.848
C: -0.255 4.018 3.508
Br: -0.283 5.175 4.992
C: -1.431 3.416 3.073
C: -1.360 2.492 2.051
N: -0.212 2.129 1.483
H: 5.157 0.842 -0.616
H: 3.111 -0.492 -0.147
H: 3.270 4.138 1.363
H: 1.855 4.187 3.155
H: -2.374 3.653 3.537
H: -2.258 2.011 1.684
O: -0.832 0.721 -0.841
N: -0.877 -0.637 -0.753
C: -2.221 -4.366 3.980
C: -2.291 -3.173 4.876
C: -3.372 -2.944 5.704
C: -3.427 -1.808 6.509
Cl: -4.763 -1.551 7.552
C: -2.395 -0.873 6.469
C: -1.298 -1.090 5.660
C: -1.221 -2.244 4.877
O: -0.171 -2.572 4.095
C: 0.975 -1.761 4.078
C: 0.751 -0.490 3.210
O: 0.892 0.620 3.681
O: 0.394 -0.764 2.018
H: -3.124 -4.964 4.049
H: -1.371 -4.989 4.250
H: -2.079 -4.053 2.945
H: -4.185 -3.651 5.744
H: -2.453 0.014 7.078
H: -0.512 -0.352 5.631
H: 1.750 -2.365 3.599
H: 1.295 -1.455 5.078

Output
Total charge: +2
Energy above the lowest of the compared OMol25 structures with the same formula, charge and spin: 40.3 kcal/mol
2S+1: 4
HOMO energy (spin up / spin down): -11.729 / -11.730 eV
Orbital gap (spin up / spin down): 5.8 / 4.0 eV



# 2
Molecular formula: C58H47AsCl2CrN7O2
Method: DFT, ωB97M-V/def2-TZVPD

Positions of all 118 atoms, in Å:
Cr: 0.577 0.521 0.151
Cl: -5.689 2.248 -2.251
C: -3.962 2.147 -2.027
C: -3.475 1.333 -1.014
C: -2.102 1.175 -0.818
N: -1.479 0.284 0.110
C: -2.207 -0.766 0.556
O: -3.396 -1.020 0.323
C: -1.556 -1.825 1.430
C: -2.375 -2.431 2.385
C: -1.881 -3.470 3.147
C: -0.588 -3.907 2.892
C: 0.137 -3.267 1.906
N: -0.311 -2.226 1.198
C: -1.208 1.939 -1.617
C: -1.722 2.761 -2.624
C: -3.089 2.845 -2.838
Cl: -3.673 3.841 -4.140
N: 0.136 1.783 -1.295
C: 1.138 2.517 -1.908
O: 0.988 3.294 -2.861
C: 2.438 2.259 -1.323
C: 3.558 2.960 -1.724
C: 4.776 2.872 -1.073
C: 4.773 2.096 0.116
C: 3.706 1.364 0.507
N: 2.514 1.187 -0.317
H: -4.177 0.819 -0.389
H: -3.390 -2.073 2.491
H: -2.485 -3.931 3.919
H: -0.161 -4.747 3.426
H: 1.127 -3.626 1.649
H: -1.043 3.336 -3.229
H: 3.407 3.639 -2.555
H: 5.647 3.430 -1.388
H: 5.625 2.117 0.789
H: 3.729 0.866 1.453
C: 2.860 -2.633 5.798
C: 4.121 -2.361 5.020
C: 5.338 -2.907 5.412
C: 6.506 -2.667 4.703
C: 6.463 -1.843 3.590
C: 5.264 -1.272 3.189
C: 4.083 -1.545 3.883
N: 2.843 -0.993 3.512
C: 2.358 -0.717 2.247
N: 3.004 -1.356 1.240
C: 2.940 -1.295 -0.177
C: 2.421 -0.191 -0.899
C: 2.365 -0.324 -2.299
C: 2.872 -1.424 -2.946
C: 3.469 -2.447 -2.220
C: 3.480 -2.405 -0.836
C: 4.074 -3.559 -0.063
N: 1.340 0.062 2.086
C: 0.761 0.627 3.269
C: -0.130 -0.152 4.003
C: -0.698 0.311 5.181
C: -0.349 1.564 5.659
C: 0.537 2.344 4.931
C: 1.099 1.906 3.733
C: 2.053 2.796 2.985
H: 3.042 -3.383 6.567
H: 2.062 -2.995 5.143
H: 2.496 -1.728 6.295
H: 5.363 -3.547 6.287
H: 7.441 -3.110 5.024
H: 7.363 -1.630 3.027
H: 5.250 -0.596 2.341
H: 2.168 -0.853 4.246
H: 3.586 -2.103 1.573
H: 1.962 0.490 -2.883
H: 2.833 -1.475 -4.028
H: 3.920 -3.289 -2.736
H: 4.468 -4.296 -0.762
H: 3.324 -4.065 0.554
H: 4.903 -3.252 0.584
H: -0.384 -1.136 3.631
H: -1.405 -0.311 5.718
H: -0.762 1.932 6.591
H: 0.808 3.327 5.298
H: 2.030 3.803 3.401
H: 1.802 2.844 1.926
H: 3.076 2.428 3.058
C: -5.246 -3.497 -4.291
C: -5.133 -2.362 -3.505
C: -3.931 -2.067 -2.869
C: -2.830 -2.903 -3.019
C: -2.951 -4.041 -3.816
C: -4.149 -4.341 -4.445
As: -1.116 -2.406 -2.163
C: -0.688 -4.212 -1.522
C: 0.615 -4.706 -1.536
C: 0.903 -5.971 -1.038
C: -0.106 -6.751 -0.490
C: -1.401 -6.248 -0.428
C: -1.686 -4.989 -0.937
C: -0.188 -2.382 -3.901
C: -0.260 -1.156 -4.562
C: 0.296 -0.989 -5.821
C: 0.938 -2.055 -6.441
C: 1.008 -3.283 -5.796
C: 0.442 -3.446 -4.536
H: -6.180 -3.725 -4.790
H: -5.981 -1.699 -3.383
H: -3.852 -1.189 -2.237
H: -2.102 -4.700 -3.952
H: -4.227 -5.229 -5.061
H: 1.410 -4.089 -1.939
H: 1.918 -6.351 -1.081
H: 0.112 -7.744 -0.116
H: -2.191 -6.845 0.013
H: -2.699 -4.604 -0.879
H: -0.752 -0.316 -4.076
H: 0.234 -0.029 -6.319
H: 1.379 -1.931 -7.423
H: 1.502 -4.120 -6.278
H: 0.505 -4.414 -4.053

Output
Total charge: -1
Energy above the lowest of the compared OMol25 structures with the same formula, charge and spin: 41.4 kcal/mol
2S+1: 5
HOMO energy (spin up / spin down): -2.980 / -3.060 eV
Orbital gap (spin up / spin down): 4.9 / 5.0 eV



# 3
Molecular formula: C58H47ClGeN4O3P2PdSTe
Method: DFT, ωB97M-V/def2-TZVPD

Positions of all 119 atoms, in Å:
Pd: -0.101 -0.630 -0.041
Te: 4.235 0.628 2.165
C: 4.685 -0.319 4.009
C: 4.653 0.386 5.206
C: 4.935 -0.285 6.389
N: 5.236 -1.581 6.452
C: 5.267 -2.247 5.298
C: 5.011 -1.668 4.063
C: 2.268 -0.125 1.974
P: 0.949 1.032 1.790
C: -0.328 0.771 3.075
C: -0.067 0.076 4.249
C: -1.051 -0.038 5.224
C: -2.300 0.533 5.024
C: -2.574 1.210 3.841
C: -1.589 1.329 2.873
C: 1.585 2.666 2.349
C: 1.884 2.926 3.687
C: 2.391 4.156 4.062
C: 2.605 5.148 3.109
C: 2.306 4.902 1.780
C: 1.793 3.664 1.403
P: 1.925 -1.500 0.864
C: 1.737 -3.029 1.840
C: 1.254 -4.160 1.185
C: 1.148 -5.368 1.856
C: 1.508 -5.452 3.196
C: 1.970 -4.325 3.860
C: 2.085 -3.118 3.182
C: 3.469 -1.860 -0.048
C: 4.290 -2.949 0.229
C: 5.491 -3.112 -0.452
C: 5.871 -2.205 -1.430
C: 5.050 -1.123 -1.723
C: 3.868 -0.948 -1.025
H: 4.403 1.440 5.221
H: 4.913 0.245 7.335
H: 5.512 -3.302 5.363
H: 5.066 -2.262 3.159
H: 0.902 -0.395 4.381
H: -0.844 -0.583 6.136
H: -3.065 0.440 5.785
H: -3.559 1.623 3.661
H: -1.810 1.829 1.936
H: 1.721 2.159 4.434
H: 2.624 4.347 5.103
H: 3.006 6.108 3.406
H: 2.473 5.666 1.032
H: 1.573 3.469 0.360
H: 0.955 -4.089 0.145
H: 0.764 -6.239 1.341
H: 1.423 -6.394 3.722
H: 2.241 -4.382 4.908
H: 2.446 -2.236 3.696
H: 3.999 -3.677 0.975
H: 6.129 -3.955 -0.217
H: 6.803 -2.340 -1.964
H: 5.328 -0.416 -2.495
H: 3.248 -0.083 -1.235
Cl: -1.949 -3.128 0.933
C: -1.135 -1.594 1.461
H: -0.489 -1.895 2.280
H: -1.929 -0.974 1.865
C: -6.044 1.023 1.852
C: -5.578 1.994 0.979
C: -4.475 1.737 0.171
C: -3.814 0.505 0.212
C: -4.314 -0.467 1.085
C: -5.414 -0.213 1.894
Ge: -2.223 0.145 -0.909
C: -2.737 -1.455 -1.977
C: -1.768 -2.275 -2.555
C: -2.115 -3.408 -3.279
C: -3.453 -3.750 -3.433
C: -4.432 -2.945 -2.869
C: -4.074 -1.810 -2.152
C: -2.210 1.584 -2.266
C: -2.284 1.282 -3.626
C: -2.259 2.287 -4.587
C: -2.168 3.618 -4.209
C: -2.090 3.940 -2.860
C: -2.101 2.931 -1.909
H: -6.902 1.222 2.483
H: -6.074 2.956 0.920
H: -4.141 2.504 -0.514
H: -3.861 -1.450 1.118
H: -5.777 -0.987 2.561
H: -0.718 -2.032 -2.439
H: -1.342 -4.028 -3.716
H: -3.729 -4.636 -3.990
H: -5.478 -3.206 -2.981
H: -4.851 -1.193 -1.713
H: -2.353 0.249 -3.948
H: -2.307 2.025 -5.637
H: -2.152 4.400 -4.958
H: -2.006 4.976 -2.551
H: -2.009 3.205 -0.861
O: 3.750 1.707 -9.736
S: 4.215 1.425 -8.381
O: 4.063 -0.007 -8.128
O: 5.619 1.796 -8.243
C: 3.262 2.361 -7.209
N: 3.128 3.634 -7.551
C: 2.416 4.336 -6.633
C: 1.940 3.792 -5.478
C: 2.193 2.414 -5.213
N: 2.866 1.689 -6.166
C: 1.768 1.745 -4.040
C: 1.819 0.328 -3.926
C: 1.349 -0.288 -2.804
N: 0.835 0.359 -1.728
C: 0.814 1.712 -1.816
C: 1.255 2.418 -2.897
H: 2.231 5.376 -6.878
H: 1.352 4.389 -4.797
H: 2.215 -0.259 -4.742
H: 1.378 -1.369 -2.728
H: 0.399 2.228 -0.960
H: 1.187 3.496 -2.867

Output
Total charge: -1
Energy above the lowest of the compared OMol25 structures with the same formula, charge and spin: 12.3 kcal/mol
2S+1: 4
HOMO energy (spin up / spin down): -3.178 / -5.640 eV
Orbital gap (spin up / spin down): 5.1 / 4.2 eV



# 4
Molecular formula: C58H47EuF5N6OPS3
Method: DFT, ωB97M-V/def2-TZVPD

Positions of all 122 atoms, in Å:
Eu: -1.034 0.863 -0.014
C: 2.570 -2.128 -3.746
N: 1.340 -1.845 -3.062
C: 1.158 -0.895 -2.105
N: -0.101 -0.873 -1.694
C: -0.772 -1.822 -2.419
C: 0.132 -2.445 -3.278
C: -0.037 -3.664 -4.073
C: -0.435 -4.822 -3.403
C: -0.632 -5.999 -4.098
C: -0.425 -6.036 -5.467
C: -0.017 -4.896 -6.138
C: 0.174 -3.711 -5.447
C: -2.174 -2.090 -2.184
C: -2.976 -2.735 -3.067
C: -4.348 -3.101 -2.888
C: -5.181 -2.861 -1.850
C: -4.880 -2.073 -0.651
C: -2.688 -1.537 -0.906
P: 2.514 -0.276 -1.074
C: 2.036 1.443 -0.723
N: 1.126 2.176 -1.347
C: 1.415 3.482 -1.046
C: 2.495 3.522 -0.170
N: 2.887 2.224 0.002
C: 3.897 1.723 0.891
C: 3.086 4.645 0.552
C: 4.464 4.858 0.573
C: 4.997 5.927 1.274
C: 4.167 6.778 1.984
C: 2.796 6.570 1.969
C: 2.255 5.521 1.250
C: 0.835 4.585 -1.804
C: 1.577 5.746 -2.032
C: 1.102 6.719 -2.890
C: -0.123 6.558 -3.520
C: -0.874 5.421 -3.275
C: -0.397 4.433 -2.435
C: 1.866 -0.964 0.489
N: 0.804 -0.542 1.173
C: 0.845 -1.194 2.379
C: 1.954 -2.025 2.409
N: 2.575 -1.868 1.201
C: 3.741 -2.565 0.746
C: 2.602 -2.773 3.488
C: 3.019 -2.068 4.616
C: 3.726 -2.709 5.612
C: 4.020 -4.059 5.497
C: 3.600 -4.766 4.384
C: 2.899 -4.128 3.377
C: -0.133 -0.994 3.440
C: -0.293 -1.961 4.433
C: -1.162 -1.743 5.483
C: -1.891 -0.567 5.556
C: -1.768 0.382 4.555
C: -0.895 0.173 3.504
H: 3.282 -1.337 -3.511
H: 2.409 -2.162 -4.822
H: 2.979 -3.089 -3.426
H: -0.612 -4.793 -2.340
H: -0.952 -6.886 -3.572
H: -0.602 -6.947 -6.018
H: 0.145 -4.934 -7.205
H: 0.452 -2.818 -5.988
H: -2.539 -3.035 -4.009
H: -4.761 -3.657 -3.721
H: -6.186 -3.261 -1.921
H: -5.725 -1.973 0.025
H: -1.862 -1.049 -0.371
H: 4.735 1.304 0.329
H: 3.480 0.943 1.530
H: 4.256 2.532 1.524
H: 5.118 4.204 0.014
H: 6.064 6.097 1.262
H: 4.588 7.601 2.543
H: 2.142 7.232 2.517
H: 1.186 5.369 1.221
H: 2.544 5.871 -1.566
H: 1.699 7.598 -3.084
H: -0.479 7.311 -4.206
H: -1.834 5.291 -3.751
H: -0.963 3.526 -2.270
H: 4.441 -2.680 1.573
H: 4.206 -1.995 -0.061
H: 3.470 -3.552 0.368
H: 2.788 -1.016 4.695
H: 4.059 -2.152 6.474
H: 4.578 -4.556 6.274
H: 3.824 -5.818 4.294
H: 2.565 -4.683 2.512
H: 0.246 -2.893 4.361
H: -1.285 -2.509 6.233
H: -2.582 -0.414 6.368
H: -2.363 1.282 4.576
H: -0.816 0.918 2.711
C: -4.328 3.406 -2.736
C: -3.402 2.900 -1.663
S: -2.421 1.530 -2.195
C: -3.366 3.486 -0.455
C: -4.211 4.690 -0.142
S: -2.371 2.991 0.918
H: -4.108 2.887 -3.663
H: -4.207 4.478 -2.885
H: -5.368 3.204 -2.478
H: -3.695 5.599 -0.459
H: -4.378 4.747 0.931
H: -5.172 4.643 -0.649
F: -4.043 -4.683 3.616
C: -3.683 -3.951 2.523
C: -3.584 -2.565 2.571
F: -3.637 -1.933 3.767
C: -3.396 -1.843 1.423
F: -2.834 -0.518 1.521
C: -3.507 -2.416 0.045
S: -4.142 -0.433 -1.180
C: -3.137 -3.852 0.182
F: -2.509 -4.468 -0.875
C: -3.325 -4.574 1.319
F: -3.067 -5.903 1.312
O: 0.485 2.684 1.646
H: -0.227 3.320 1.403
H: 0.504 2.692 2.611

Output
Total charge: -1
2S+1: 8
HOMO energy (spin up / spin down): -2.764 / -2.770 eV
Orbital gap (spin up / spin down): 4.5 / 4.5 eV